(1)
Computed, not measured: C29H33Br3N8O16 as an isolated structure, with ωB97M-V with the def2-TZVPD basis set.

HOMO level (eV): -10.0445
Kohn-Sham gap (eV): 9.122
Maximum force (eV Å⁻¹): 4.56

Element x y z (Å)
N: -0.6528 -0.0891 1.2100
H: 4.1435 2.0950 4.9651
C: -9.2735 2.1026 4.4475
N: -3.1809 3.4815 8.8543
H: 8.6636 -2.4540 -4.2549
H: -3.6081 -5.6994 0.8891
C: 0.5383 -0.8729 0.7193
H: 8.3416 2.2107 2.3603
C: 2.1636 1.5843 -7.4245
C: 7.4642 2.2862 2.9855
H: 3.9546 -5.3853 -4.1555
C: 5.0507 2.1271 4.3801
N: 8.0802 -2.4664 -2.1870
N: 4.9633 -6.1197 -5.7672
H: -11.7511 0.6175 6.2907
C: 4.4010 -6.3520 -4.3886
N: -1.4308 -6.9356 -0.0693
C: 3.6923 3.7830 -7.9746
O: -1.7726 -0.2506 0.7732
O: -11.3489 4.1672 4.4130
H: -4.9640 -3.8499 -2.7175
C: -4.4246 -4.7027 -0.8000
O: 6.9820 -2.0009 -1.9829
H: -2.6475 4.0503 -1.4373
C: -10.5031 2.0025 5.1466
C: 2.5852 1.8576 -8.6684
C: 6.3421 2.9226 2.4620
H: 1.1435 -0.0590 0.3200
C: 5.0499 2.7642 3.1648
C: -2.2634 -5.8821 -2.2064
N: -11.5020 3.1469 5.0852
H: 0.2902 -1.6936 0.0462
C: -4.2560 -4.4825 -2.2027
O: 0.6249 -0.1766 -7.9301
C: -2.8850 5.0991 -1.6153
O: 7.4972 3.7826 0.6261
H: -1.5322 -6.4048 -2.8052
H: 8.4707 -0.9170 -3.4940
H: 9.9787 -1.7561 -3.0945
O: -1.8991 -7.4663 0.9302
C: -10.7828 0.8758 5.8883
H: -10.0926 -1.0055 6.6639
O: -0.4718 0.5815 2.1982
C: -3.0730 4.9980 8.8506
H: 8.3274 1.0213 4.5864
H: -8.9914 3.0393 3.9899
H: -3.9622 5.2730 9.4179
H: 5.2478 -6.6142 -3.7543
O: -12.6717 2.9671 5.5822
O: 1.1496 0.2092 -5.8813
C: -8.6640 -0.1457 5.2229
C: -8.3797 1.0263 4.5123
H: 4.1533 3.2339 2.7880
H: 6.2080 0.9240 5.8268
H: 3.6515 -7.1423 -4.3466
O: -0.3080 -7.0634 -0.4611
O: -2.5655 2.9045 7.9845
H: -2.1427 5.2531 9.3580
H: -3.3655 -4.9052 -3.9674
C: 2.5879 2.3600 -6.3218
H: 4.0455 3.8686 -5.8357
C: -3.1862 -5.0677 -2.9149
Br: -4.5121 5.6816 -0.7373
H: 2.3479 1.2047 -9.4954
O: 8.4789 -3.4608 -1.5722
H: -3.1151 5.2586 7.7931
C: -9.8701 -0.1891 5.9928
Br: -1.2822 6.1356 -1.2117
C: 7.4962 1.5825 4.1859
H: -7.9245 -0.9167 5.3814
C: 8.9302 -1.8959 -3.3574
H: 0.9318 -1.4404 1.5626
C: 3.5073 3.3948 -6.6433
C: -2.4083 -6.1285 -0.8017
C: 3.3577 2.9399 -8.9505
H: 4.3062 4.6464 -8.1846
O: 4.1433 -5.9213 -6.6702
O: -4.0433 2.9222 9.5926
H: 2.4997 2.0969 -5.2780
H: -5.3956 -4.4384 -0.4081
Br: -3.0889 4.8403 -3.5290
O: 5.5546 4.5881 1.0118
O: 6.1938 -6.0948 -5.9214
C: 6.2173 1.5214 4.9272
H: -7.4646 1.1612 3.9550
N: 1.2480 0.4268 -7.0648
N: 6.4385 3.7636 1.2612
H: 3.6838 3.1340 -9.9616
C: -3.4701 -5.4688 -0.1569

=====

(2)
Computed, not measured: a 13-piece molecular cluster, C5H33O15 overall, with ωB97M-V with the def2-TZVPD basis set.

HOMO level (eV): -4.5371
Charge: -1
Kohn-Sham gap (eV): 6.362
Maximum force (eV Å⁻¹): 2.65

Element x y z (Å)
O: 3.2646 0.0747 -2.1756
O: -1.5530 -3.9606 -1.8874
H: 1.9398 3.0065 -1.2632
H: 1.1683 -1.0469 -0.9136
H: 1.4125 2.2318 1.4411
H: 1.1524 -2.5637 -2.5866
O: -1.8648 -2.8916 0.4826
O: 0.3717 0.4174 4.0069
H: -2.6979 1.9735 -2.5944
C: -1.2375 0.8499 2.1096
H: 1.0522 0.4892 3.2958
H: -1.6490 0.8475 4.1986
H: -1.5491 1.7816 1.6703
H: 0.0971 -0.6090 1.0779
H: 0.3663 0.5210 -3.0522
H: 0.0580 4.7076 0.1848
O: 0.4790 -1.6420 -1.2654
H: -1.7601 -1.5257 3.2363
O: -1.1937 -1.9234 3.8993
H: 3.1587 0.1071 -1.1980
H: -0.6729 -1.1747 4.2593
O: -1.3437 -1.6644 -3.3573
H: -3.9445 1.3324 0.7913
O: 3.5135 0.5353 2.0051
H: 1.2354 3.1747 0.1756
O: -2.6416 1.0092 -2.6826
O: 2.4451 -0.6565 0.3999
C: 1.2488 1.1306 1.3780
H: -2.0129 0.0745 2.0658
H: -0.9361 -2.7191 0.6792
H: -2.3923 -2.1029 0.6314
H: -2.7929 0.8218 -1.7409
H: -4.7956 1.0448 -0.5033
H: 2.3465 0.2449 -2.4437
H: -1.1486 -2.3259 -2.6694
H: 2.7904 -1.4892 0.7392
H: -0.0520 3.9371 1.5962
H: -0.3165 0.8028 0.0614
C: -0.0724 0.4899 1.0914
H: -1.9837 -3.2381 -1.4215
C: 2.4608 0.4860 1.3826
H: 0.0837 1.8472 -3.6648
O: -0.4180 4.6022 1.0123
O: 1.9094 -2.5367 -3.2137
O: -4.4373 0.6644 0.3064
H: -1.3057 -4.4872 -1.1050
C: -0.7758 1.0880 3.5842
O: 0.8145 1.2356 -3.5281
H: -2.3072 -1.7183 -3.3429
O: 1.2425 3.4118 -0.7464
H: 2.6642 -2.0547 -2.8642
H: -0.7012 2.2222 3.6945
H: -0.3478 -1.1515 -1.1512